1.
Molecular formula: C22H25B2F4N10O4SeTi
Method: DFT, ωB97M-V with the def2-TZVPD basis set

Output
- E_tot (eV) = -146999.69967
- lowest unoccupied orbital energy (alpha / beta) (eV) = -3.93 / -5.15
- HOMO-LUMO gap (alpha / beta) (eV) = 7.58 / 6.60
- total charge = +1
- energy above the lowest of the compared OMol25 structures with the same formula, charge and spin (kJ/mol) = 0.0
- multiplicity = 3

Positions of all 69 atoms, in Å:
Ti: 0.22 -0.22 0.37
C: 1.77 -2.69 3.65
C: 1.54 -1.86 2.45
N: 0.39 -1.46 2.03
O: -0.73 -1.89 2.66
B: -1.35 -3.03 1.88
F: -2.43 -3.46 2.59
F: -0.37 -3.97 1.63
O: -1.90 -2.54 0.54
N: -1.00 -1.95 -0.26
C: -1.09 -2.19 -1.52
C: -2.06 -3.13 -2.15
C: -0.04 -1.50 -2.33
N: 0.59 -0.60 -1.66
O: 1.68 0.02 -2.19
B: 2.96 -0.75 -1.85
F: 2.76 -2.09 -2.10
F: 3.96 -0.14 -2.54
O: 3.28 -0.54 -0.39
N: 2.29 -0.92 0.46
C: 2.67 -1.45 1.57
C: 4.07 -1.71 1.97
C: 0.27 -1.94 -3.71
H: 0.83 -2.88 4.17
H: 2.47 -2.19 4.32
H: 2.21 -3.64 3.36
H: -2.66 -3.61 -1.39
H: -1.52 -3.88 -2.73
H: -2.70 -2.59 -2.85
H: 4.75 -1.49 1.15
H: 4.19 -2.76 2.26
H: 4.33 -1.11 2.83
H: -0.64 -2.01 -4.30
H: 0.73 -2.93 -3.66
H: 0.98 -1.27 -4.18
N: 2.69 2.24 0.12
C: 1.97 2.35 1.23
N: 2.38 3.20 2.16
C: 1.56 3.38 3.19
N: 1.96 4.15 4.20
N: 0.31 2.86 3.29
C: 0.01 2.01 2.35
N: 0.81 1.62 1.34
C: -1.36 1.44 2.33
C: -2.29 1.81 3.28
C: -3.58 1.31 3.16
C: -3.88 0.47 2.11
C: -2.88 0.11 1.22
N: -1.63 0.57 1.34
H: 3.58 2.71 0.09
H: 2.47 1.57 -0.60
H: 2.86 4.60 4.15
H: 1.34 4.34 4.96
H: -2.00 2.49 4.07
H: -4.34 1.58 3.89
H: -4.87 0.06 1.97
H: -3.07 -0.58 0.42
Se: -0.90 2.28 -1.15
C: -1.47 2.20 -2.93
C: -2.62 2.90 -3.32
C: -3.06 2.84 -4.63
C: -2.34 2.11 -5.57
C: -1.17 1.45 -5.20
C: -0.74 1.48 -3.89
H: -3.16 3.47 -2.58
H: -3.95 3.36 -4.92
H: -2.67 2.08 -6.60
H: -0.59 0.91 -5.95
H: 0.18 1.00 -3.60

***

2.
Molecular formula: C22H25BiIN6O3S3
Method: DFT, ωB97M-V with the def2-TZVPD basis set

Output
- E_tot (eV) = -84742.28356
- lowest unoccupied orbital energy (eV) = -4.17
- HOMO-LUMO gap (eV) = 6.60
- total charge = +1
- energy above the lowest of the compared OMol25 structures with the same formula, charge and spin (kJ/mol) = 95.3

Positions of all 61 atoms, in Å:
Bi: -0.99 -0.48 -0.54
C: -0.49 -3.58 -2.55
C: 0.27 -4.29 -1.41
C: -0.52 -5.49 -0.91
C: 0.62 -3.28 -0.33
C: 1.62 -2.33 -0.60
C: 1.96 -1.37 0.34
C: 1.31 -1.30 1.57
C: 1.70 -0.28 2.60
C: 0.32 -2.25 1.84
C: 0.00 -3.24 0.91
H: -0.71 -4.28 -3.36
H: 0.09 -2.76 -2.97
H: -1.44 -3.19 -2.18
H: 1.21 -4.66 -1.83
H: -1.54 -5.21 -0.61
H: -0.03 -5.97 -0.07
H: -0.62 -6.23 -1.71
H: 2.14 -2.37 -1.55
H: 2.75 -0.66 0.11
H: 2.19 -0.76 3.45
H: 0.82 0.24 2.98
H: 2.38 0.45 2.18
H: -0.17 -2.24 2.80
H: -0.74 -3.98 1.17
O: -3.97 2.76 -0.73
S: -2.78 2.33 -1.41
N: -2.40 0.91 -1.13
N: 3.99 6.22 2.50
C: 2.98 5.40 2.11
C: 2.75 4.19 2.79
C: 1.72 3.36 2.41
C: 0.91 3.71 1.33
C: 1.13 4.90 0.64
C: 2.15 5.74 1.03
S: -0.31 2.61 0.79
O: -0.94 1.93 1.89
O: -1.15 3.37 -0.12
N: 0.40 1.40 -0.04
C: 0.84 1.55 -1.33
S: 1.77 2.81 -2.04
C: 1.71 1.99 -3.55
C: 1.02 0.83 -3.44
N: 0.53 0.58 -2.17
H: 4.57 5.99 3.28
H: 4.16 7.09 2.03
H: 3.37 3.93 3.64
H: 1.53 2.45 2.96
H: 0.48 5.18 -0.18
H: 2.32 6.67 0.50
H: 2.17 2.40 -4.43
H: 0.84 0.13 -4.23
I: -6.23 -4.79 0.13
C: -5.07 -3.12 -0.14
C: -5.49 -1.85 -0.52
N: -4.39 -1.08 -0.56
N: -3.28 -1.76 -0.22
C: -3.69 -3.00 0.04
H: -6.46 -1.47 -0.77
H: -4.28 -0.10 -0.77
H: -3.00 -3.76 0.36

***

3.
Molecular formula: C22H25Br2CeNO4Te
Method: DFT, ωB97M-V with the def2-TZVPD basis set

Output
- E_tot (eV) = -193202.27273
- lowest unoccupied orbital energy (alpha / beta) (eV) = -1.78 / -1.78
- HOMO-LUMO gap (alpha / beta) (eV) = 3.11 / 3.11
- energy above the lowest of the compared OMol25 structures with the same formula, charge and spin (kJ/mol) = 339.2

Positions of all 56 atoms, in Å:
Ce: 3.13 12.24 14.19
Br: 2.68 15.68 10.32
C: 2.71 13.85 10.02
C: 2.52 13.30 8.76
C: 2.90 11.97 8.55
Br: 3.07 11.49 6.76
C: 3.18 11.06 9.62
C: 3.18 9.60 9.65
C: 3.67 9.01 10.78
C: 3.72 9.63 12.00
N: 3.48 10.91 12.04
C: 3.20 11.62 10.92
C: 3.08 13.07 11.15
O: 3.39 13.56 12.32
H: 2.23 13.90 7.90
H: 2.94 9.05 8.73
H: 3.77 7.94 10.78
H: 4.11 9.12 12.94
C: 3.09 15.57 14.04
O: 3.36 14.55 15.01
C: 2.56 14.82 16.16
C: 3.34 15.24 17.37
O: 2.38 15.90 18.24
C: 2.79 17.04 19.09
H: 3.33 16.53 14.56
H: 2.10 15.56 13.78
H: 3.71 15.52 13.21
H: 1.97 13.91 16.45
H: 1.82 15.58 15.91
H: 4.23 15.92 17.17
H: 3.80 14.27 17.73
H: 2.62 16.83 20.18
H: 2.14 17.90 18.88
H: 3.83 17.29 18.92
C: 5.37 4.31 21.35
C: 5.01 5.49 20.50
C: 4.76 6.80 21.02
C: 4.65 7.89 20.15
C: 4.52 9.27 20.64
C: 4.72 7.67 18.77
Te: 4.37 9.27 17.41
C: 4.88 6.37 18.24
C: 4.85 6.02 16.75
C: 4.91 5.29 19.14
H: 6.10 3.66 20.84
H: 4.50 3.62 21.57
H: 5.65 4.49 22.41
H: 4.63 6.96 22.13
H: 4.45 9.39 21.71
H: 3.57 9.79 20.21
H: 5.30 9.90 20.19
H: 5.73 6.41 16.18
H: 3.94 6.48 16.32
H: 4.86 4.96 16.68
H: 4.88 4.33 18.69
O: 3.97 11.26 15.49

***

Repeat the third record exactly.
Molecular formula: C22H25Br2CeNO4Te
Method: DFT, ωB97M-V with the def2-TZVPD basis set

Output
- E_tot (eV) = -193202.27273
- lowest unoccupied orbital energy (alpha / beta) (eV) = -1.78 / -1.78
- HOMO-LUMO gap (alpha / beta) (eV) = 3.11 / 3.11
- energy above the lowest of the compared OMol25 structures with the same formula, charge and spin (kJ/mol) = 339.2

Positions of all 56 atoms, in Å:
Ce: 3.13 12.24 14.19
Br: 2.68 15.68 10.32
C: 2.71 13.85 10.02
C: 2.52 13.30 8.76
C: 2.90 11.97 8.55
Br: 3.07 11.49 6.76
C: 3.18 11.06 9.62
C: 3.18 9.60 9.65
C: 3.67 9.01 10.78
C: 3.72 9.63 12.00
N: 3.48 10.91 12.04
C: 3.20 11.62 10.92
C: 3.08 13.07 11.15
O: 3.39 13.56 12.32
H: 2.23 13.90 7.90
H: 2.94 9.05 8.73
H: 3.77 7.94 10.78
H: 4.11 9.12 12.94
C: 3.09 15.57 14.04
O: 3.36 14.55 15.01
C: 2.56 14.82 16.16
C: 3.34 15.24 17.37
O: 2.38 15.90 18.24
C: 2.79 17.04 19.09
H: 3.33 16.53 14.56
H: 2.10 15.56 13.78
H: 3.71 15.52 13.21
H: 1.97 13.91 16.45
H: 1.82 15.58 15.91
H: 4.23 15.92 17.17
H: 3.80 14.27 17.73
H: 2.62 16.83 20.18
H: 2.14 17.90 18.88
H: 3.83 17.29 18.92
C: 5.37 4.31 21.35
C: 5.01 5.49 20.50
C: 4.76 6.80 21.02
C: 4.65 7.89 20.15
C: 4.52 9.27 20.64
C: 4.72 7.67 18.77
Te: 4.37 9.27 17.41
C: 4.88 6.37 18.24
C: 4.85 6.02 16.75
C: 4.91 5.29 19.14
H: 6.10 3.66 20.84
H: 4.50 3.62 21.57
H: 5.65 4.49 22.41
H: 4.63 6.96 22.13
H: 4.45 9.39 21.71
H: 3.57 9.79 20.21
H: 5.30 9.90 20.19
H: 5.73 6.41 16.18
H: 3.94 6.48 16.32
H: 4.86 4.96 16.68
H: 4.88 4.33 18.69
O: 3.97 11.26 15.49